P) # C3H4N2S

A single C3H4N2S molecule (the ωB97M-V functional and the def2-TZVPD basis, the Open Molecules 2025 dataset).

Computed properties:
- Orbital gap: 7.6960 eV
- HOMO level: -0.2672 hartree

Cartesian coordinates (Å):
C  -0.657  -0.557  -0.619
C  -0.163  -1.791  -0.388
C  0.929  -0.039  0.858
N  -0.225  1.921  -0.068
N  0.004  0.421  0.096
S  1.193  -1.739  0.691
H  -1.569  -0.274  -1.259
H  -0.532  -2.666  -0.706
H  1.358  0.626  1.649
H  0.073  2.449  0.727

Q) # C3H4N2S

A single C3H4N2S molecule (the ωB97M-V functional and the def2-TZVPD basis, the Open Molecules 2025 dataset).

Computed properties:
- SMILES: CC(=S)NC#N
- Orbital gap (spin up / spin down): 8.9103 / 8.9096 eV
- HOMO level (spin up / spin down): -0.3529 / -0.3528 hartree

Cartesian coordinates (Å):
C  0.508  -0.611  -0.439
C  -0.304  -0.469  0.856
S  -0.910  -1.694  1.743
N  -0.770  0.999  1.262
C  -0.736  2.065  0.450
N  -0.579  3.056  -0.113
H  1.323  0.142  -0.411
H  0.750  -1.682  -0.578
H  -0.265  -0.511  -1.328
H  -1.593  1.076  1.813

Pick Q): it beats the second-best structure by 44.9 kcal/mol.

P) # C4H5N

A single C4H5N molecule (the ωB97M-V functional and the def2-TZVPD basis, the Open Molecules 2025 dataset).

Computed properties:
- SMILES: C#C[C@H]1CN1
- Orbital gap: 10.4068 eV
- HOMO level: -0.3414 hartree

Cartesian coordinates (Å):
C  -0.485  -2.231  -0.548
C  -0.524  -1.093  -0.148
C  -0.223  0.174  0.498
C  0.661  1.116  -0.289
N  -0.621  1.546  0.219
H  -0.441  -3.226  -0.936
H  -0.156  0.046  1.582
H  0.754  1.003  -1.378
H  1.573  1.487  0.168
H  -1.340  1.714  -0.471

Q) # C4H5N

A single C4H5N molecule (the ωB97M-V functional and the def2-TZVPD basis, the Open Molecules 2025 dataset).

Computed properties:
- SMILES: N#CC1CC1
- Orbital gap: 11.7781 eV
- HOMO level: -0.3980 hartree

Cartesian coordinates (Å):
N  1.054  -2.500  1.018
C  0.771  -1.398  0.815
C  0.361  0.042  0.561
C  -0.995  0.361  -0.114
C  0.258  0.651  -0.772
H  0.584  0.640  1.472
H  -1.614  1.116  0.355
H  -1.555  -0.540  -0.591
H  0.303  0.046  -1.699
H  0.833  1.582  -1.045

Pick Q): it beats the second-best structure by 38.3 kcal/mol.

P) # C4H5N

A single C4H5N molecule (the ωB97M-V functional and the def2-TZVPD basis, the Open Molecules 2025 dataset).

Computed properties:
- SMILES: C=C=NC=C
- Orbital gap: 10.1121 eV
- HOMO level: -0.3375 hartree

Cartesian coordinates (Å):
C  -2.091  -0.148  0.079
C  -0.914  0.393  -0.162
N  0.045  1.156  -0.213
C  1.262  0.587  0.189
C  1.556  -0.595  -0.198
H  -2.625  -0.434  -0.809
H  -2.683  -0.032  0.993
H  2.031  1.248  0.496
H  2.471  -0.847  0.220
H  0.947  -1.327  -0.596

Q) # C4H5N

A single C4H5N molecule (the ωB97M-V functional and the def2-TZVPD basis, the Open Molecules 2025 dataset).

Computed properties:
- Orbital gap: 8.4265 eV
- HOMO level: -0.2816 hartree

Cartesian coordinates (Å):
C  -1.515  -1.199  1.213
C  -0.974  -0.451  0.434
C  -0.306  0.564  -0.373
C  0.898  1.296  0.150
N  1.034  0.143  -0.875
H  -1.988  -1.855  1.913
H  -0.957  1.029  -1.121
H  1.172  0.821  1.100
H  1.353  0.474  -1.772
H  1.283  -0.821  -0.670

Pick P): it beats the second-best structure by 52.8 kcal/mol.

P) # C8H13N2OS

2 unconnected molecules or ions with the total composition C8H13N2OS (the ωB97M-V functional and the def2-TZVPD basis, the Open Molecules 2025 dataset).

Computed properties:
- Orbital gap: 8.4466 eV
- Total charge: +1
- HOMO level: -0.4119 hartree

Cartesian coordinates (Å):
C  2.137  -0.183  -0.689
C  1.960  -1.341  0.040
C  1.592  0.306  1.409
C  -2.951  -0.911  -0.372
C  -2.521  0.065  -1.456
C  -2.208  -0.678  0.889
C  -1.702  0.976  -1.027
C  1.824  2.207  0.020
N  1.927  0.833  0.257
N  1.536  -0.995  1.284
O  2.106  -2.634  -0.203
S  -1.218  0.841  0.723
H  2.557  -0.079  -1.663
H  -4.102  -0.736  -0.275
H  -2.838  -1.922  -0.745
H  1.386  0.942  2.352
H  -2.944  0.141  -2.463
H  -2.819  -0.449  1.691
H  -1.537  -1.424  1.020
H  -1.062  1.815  -1.351
H  1.793  2.233  -1.070
H  0.946  2.582  0.375
H  2.677  2.903  0.412
H  1.474  -1.723  2.051
H  1.988  -2.770  -1.210

Q) # C8H13N2OS

2 unconnected molecules or ions with the total composition C8H13N2OS (the ωB97M-V functional and the def2-TZVPD basis, the Open Molecules 2025 dataset).

Computed properties:
- Orbital gap: 7.4319 eV
- Total charge: +1
- HOMO level: -0.4752 hartree

Cartesian coordinates (Å):
C  2.776  -0.762  0.102
C  -0.420  1.601  0.555
C  -0.479  0.357  -0.146
C  -1.761  2.338  0.451
C  2.289  -1.829  -0.857
C  0.747  -0.331  -0.280
C  -1.817  3.748  0.720
C  0.006  -2.190  -1.859
N  1.861  0.063  0.404
N  0.898  -1.489  -1.010
O  -2.696  1.648  0.160
S  -0.874  -2.127  1.911
H  3.750  -0.875  0.531
H  0.432  1.948  1.120
H  -1.463  0.079  -0.412
H  2.879  -1.620  -1.763
H  2.557  -2.859  -0.574
H  -0.814  4.241  0.399
H  -2.041  3.836  1.751
H  -2.562  4.255  0.252
H  -0.974  -2.292  -1.359
H  -0.160  -1.481  -2.718
H  0.406  -3.130  -2.109
H  -1.897  -2.288  2.716
H  -0.644  -0.841  2.016

Pick P): it beats the second-best structure by 13.1 kcal/mol.

P) # C4H5N2

A gas-phase ion, C4H5N2 (charge +1) (the ωB97M-V functional and the def2-TZVPD basis, the Open Molecules 2025 dataset).

Computed properties:
- SMILES: CC1=CN=[N+]=C1
- Orbital gap (spin up / spin down): 6.6518 / 7.6098 eV
- Total charge: +1
- HOMO level (spin up / spin down): -0.5589 / -0.5874 hartree

Cartesian coordinates (Å):
C  -1.507  0.029  0.026
C  -0.143  -0.031  0.208
C  0.840  1.081  0.304
N  2.013  0.640  0.062
N  2.118  -0.644  0.025
C  1.015  -1.199  -0.274
H  -2.022  0.312  -0.979
H  -1.896  0.915  0.660
H  -1.892  -1.029  0.103
H  0.632  2.212  0.276
H  0.841  -2.286  -0.411

Q) # C4H5N2

A gas-phase ion, C4H5N2 (charge +1) (the ωB97M-V functional and the def2-TZVPD basis, the Open Molecules 2025 dataset).

Computed properties:
- Orbital gap: 11.8649 eV
- Total charge: +1
- HOMO level: -0.6407 hartree

Cartesian coordinates (Å):
C  2.623  0.452  0.000
C  0.794  0.530  -0.026
C  1.396  -0.920  0.031
C  -0.710  0.817  0.002
N  1.724  1.414  -0.049
N  3.179  -0.608  0.024
H  1.034  -1.483  0.981
H  1.235  -1.368  -0.980
H  -0.865  0.818  1.014
H  -1.416  0.199  -0.596
H  -0.852  2.007  -0.280

Pick Q): it beats the second-best structure by 30.9 kcal/mol.

P) # CF3N3

2 unconnected molecules or ions with the total composition CF3N3 (the ωB97M-V functional and the def2-TZVPD basis, the Open Molecules 2025 dataset).

Computed properties:
- Orbital gap: 10.4080 eV
- HOMO level: -0.4642 hartree

Cartesian coordinates (Å):
C  -1.321  0.810  1.280
N  -0.198  -1.131  -1.062
N  -2.058  1.221  0.515
N  0.814  -0.604  -1.037
F  -0.676  0.213  2.222
F  1.704  0.008  -2.117
F  1.735  -0.516  0.200

Q) # CF3N3

A single CF3N3 molecule (the ωB97M-V functional and the def2-TZVPD basis, the Open Molecules 2025 dataset).

Computed properties:
- SMILES: FN(F)C1(F)N=N1
- Orbital gap: 10.1346 eV
- HOMO level: -0.3990 hartree

Cartesian coordinates (Å):
F  -1.721  -0.069  -0.887
N  -0.398  0.269  -0.849
F  -0.285  1.634  -0.824
C  0.185  -0.151  0.359
F  0.221  0.802  1.322
N  1.535  -1.006  0.217
N  0.462  -1.480  0.661

Pick Q): it beats the second-best structure by 6.6 kcal/mol.

P) # CH5N2S

2 unconnected molecules or ions with the total composition CH5N2S (the ωB97M-V functional and the def2-TZVPD basis, the Open Molecules 2025 dataset).

Computed properties:
- Orbital gap (spin up / spin down): 10.1932 / 6.9874 eV
- Total charge: +1
- HOMO level (spin up / spin down): -0.5271 / -0.5063 hartree

Cartesian coordinates (Å):
C  0.621  -0.147  -0.335
N  0.567  0.826  -1.195
N  0.155  -0.115  0.883
S  0.430  -1.238  2.131
H  1.203  -1.022  -0.726
H  0.933  0.748  -2.173
H  0.226  1.747  -0.927
H  -0.311  0.657  1.405
H  -1.860  -0.856  3.540

Q) # CH5N2S

2 unconnected molecules or ions with the total composition CH5N2S (the ωB97M-V functional and the def2-TZVPD basis, the Open Molecules 2025 dataset).

Computed properties:
- Orbital gap: 9.2416 eV
- Total charge: +1
- HOMO level: -0.5271 hartree

Cartesian coordinates (Å):
C  -0.952  0.506  -0.038
N  1.088  0.975  0.041
N  -1.112  -0.725  -0.163
S  1.888  -0.414  0.037
H  -1.669  1.302  0.042
H  1.107  1.452  -0.855
H  -2.012  -1.206  -0.224
H  -0.254  -1.316  -0.223
H  1.917  -0.573  1.384

Pick Q): it beats the second-best structure by 16.7 kcal/mol.

P) # C4H6NO

A gas-phase ion, C4H6NO (charge +1) (the ωB97M-V functional and the def2-TZVPD basis, the Open Molecules 2025 dataset).

Computed properties:
- Orbital gap: 7.6827 eV
- Total charge: +1
- HOMO level: -0.5253 hartree

Cartesian coordinates (Å):
C  -0.409  0.883  0.836
C  -1.572  0.911  1.589
C  -1.216  -1.116  0.036
C  0.850  -0.401  -0.818
N  -0.312  -0.235  0.057
O  -2.405  -0.009  1.506
H  0.361  1.629  0.824
H  -1.760  1.737  2.276
H  -1.659  -2.049  -0.201
H  0.601  -0.076  -1.829
H  1.680  0.201  -0.454
H  1.149  -1.448  -0.853

Q) # C4H6NO

A gas-phase ion, C4H6NO (charge +1) (the ωB97M-V functional and the def2-TZVPD basis, the Open Molecules 2025 dataset).

Computed properties:
- Orbital gap: 10.0550 eV
- Total charge: +1
- HOMO level: -0.6204 hartree

Cartesian coordinates (Å):
C  -0.901  -0.524  -1.534
C  -1.114  0.133  0.529
C  0.289  0.098  0.171
C  1.539  0.428  1.141
N  0.374  -0.291  -1.054
O  -1.810  -0.227  -0.463
H  -1.044  -1.566  -1.865
H  -1.149  0.094  -2.412
H  -1.586  0.404  1.464
H  1.759  -0.473  1.706
H  2.381  0.689  0.513
H  1.260  1.236  1.804

Pick Q): it beats the second-best structure by 64.0 kcal/mol.